C29H46BrIrN3P2 | ωB97M-V with the def2-TZVPD basis set

XYZ file:
```
82
Properties=species:S:1:pos:R:3
N -6.41 4.69 -4.94
C -6.32 5.15 -3.69
C -5.51 4.53 -2.72
C -4.76 3.36 -3.02
C -4.90 2.91 -4.36
C -5.73 3.58 -5.27
C -3.91 2.66 -2.02
Ir -0.87 0.05 0.82
P 4.71 -0.97 0.79
C -3.02 1.63 -2.23
C -1.80 1.36 -1.48
C -0.64 0.89 -2.05
C 0.66 1.28 -1.60
C 0.74 2.33 -0.67
C -0.30 2.18 0.37
C -1.64 1.64 -0.03
Br 1.83 3.84 -0.60
H -4.00 3.09 -1.01
H -3.14 1.12 -3.21
H -5.48 5.03 -1.76
H -4.35 2.04 -4.71
H -6.90 6.06 -3.50
H -5.83 3.25 -6.31
H -0.78 0.43 -3.02
H -2.57 1.94 0.46
H 1.50 0.85 -2.12
H -0.31 2.83 1.23
P -0.43 -1.93 0.05
C 4.92 0.85 0.79
C 6.32 1.22 0.26
H 4.81 1.19 1.84
H 4.08 1.27 0.20
H 6.47 2.30 0.34
H 7.10 0.73 0.84
H 6.44 0.93 -0.79
C 4.15 -1.37 -0.90
C 5.17 -2.18 -1.71
H 3.94 -0.40 -1.37
H 3.21 -1.92 -0.79
H 4.81 -2.28 -2.74
H 6.15 -1.68 -1.75
H 5.30 -3.18 -1.30
C 3.45 -1.28 2.08
C 4.22 -1.89 3.27
H 2.67 -1.97 1.68
H 2.96 -0.31 2.33
H 3.58 -2.56 3.85
H 5.08 -2.47 2.90
H 4.60 -1.10 3.93
C 0.10 -3.42 1.08
C -1.01 -4.39 1.48
H 0.67 -3.07 1.96
H 0.83 -3.97 0.44
H -1.79 -3.91 2.09
H -1.49 -4.85 0.59
H -0.56 -5.20 2.08
C 0.63 -2.26 -1.39
C -0.07 -2.39 -2.73
H 1.16 -3.21 -1.19
H 1.38 -1.47 -1.43
H -0.78 -3.23 -2.76
H -0.60 -1.48 -3.03
H 0.69 -2.58 -3.50
C -2.25 -2.15 -0.41
C -3.22 -1.48 0.54
H -2.38 -3.23 -0.45
H -2.32 -1.71 -1.42
H -4.04 -1.02 -0.02
H -3.66 -2.22 1.22
H -2.73 -0.65 1.13
C -0.03 2.39 3.61
C -0.66 1.06 3.73
N -0.90 0.06 2.85
C -1.18 -1.10 3.60
C -1.23 -0.75 4.92
N -0.90 0.59 4.98
H -0.67 3.18 3.21
H 0.26 2.69 4.63
H 0.89 2.33 3.01
H -1.21 -2.07 3.14
H -1.43 -1.35 5.79
H -0.74 1.14 5.84
```

## Properties
total energy	-4656.116916	Eh
highest occupied orbital energy (alpha / beta)	-16.491 / -17.779	eV
energy above the lowest of the compared OMol25 structures with the same formula, charge and spin	97.8	kcal/mol
total charge	+4
LUMO level (alpha / beta)	-11.8 / -14.6	eV
<S²>	8.846
max |F|	0.0962	Eh/bohr
spin multiplicity	6
Kohn-Sham gap (alpha / beta)	4.703 / 3.144	eV